ORCA calculation (ωB97M-V with the def2-TZVPD basis set) on a structure of composition C46H34CrN3O4 in a non-equilibrium geometry.

Results
net charge: +2
orbital gap (spin up / spin down): 7.304 / 6.060 eV
lowest unoccupied orbital energy (spin up / spin down): -4.72 / -7.06 eV
expectation value of S²: 3.8498
multiplicity: 4

Element x y z (Å)
1 Cr 1.7660 1.8709 5.9191
2 O 1.5838 -1.0331 6.6155
3 O -0.0631 2.8109 8.1313
4 O -0.9705 0.4464 -1.9669
5 O -0.5316 1.8004 3.9685
6 N 0.6719 -1.9243 -2.0750
7 N 0.0900 -4.0910 -2.2811
8 N -1.0242 -3.3335 -2.2095
9 C -2.7141 -4.8794 -3.0620
10 C -0.7214 -1.9518 -2.1381
11 C 2.2213 3.2583 3.0625
12 C -1.0266 4.6354 -0.3163
13 C -5.7976 -1.0104 -2.3012
14 C 3.6211 2.2895 6.9580
15 C -2.4530 6.2198 0.7690
16 C 2.4796 3.8409 5.4365
17 C 1.1083 -3.2751 -2.1693
18 C 2.7573 0.8210 -3.4753
19 C -3.1466 -3.7075 -1.0140
20 C 3.4434 1.7382 4.5656
21 C -3.6806 -1.6633 -3.2035
22 C -1.4440 1.3582 -2.9303
23 C -5.1603 -0.2322 -1.3514
24 C 1.8941 -0.0727 -1.0069
25 C 2.7345 2.9664 4.3235
26 C -1.7091 6.1101 1.9281
27 C 2.9275 3.5088 6.7351
28 C 5.0981 -4.6991 -2.0656
29 C -3.0153 -0.9082 -2.2244
30 C 3.8943 1.4233 5.8666
31 C -4.3937 -4.2881 -0.9485
32 C 1.6071 3.4492 1.9878
33 C 1.5122 -0.7560 -2.1588
34 C 0.8569 3.6303 0.9102
35 C 3.4876 -3.0433 -1.4514
36 C 0.3290 1.8098 4.7148
37 C 0.6175 2.4409 7.2966
38 C 1.6417 0.0734 6.3494
39 C 4.1269 -5.3897 -2.7649
40 C 4.7743 -3.5268 -1.4068
41 C 3.1379 1.4855 -2.3243
42 C -3.7892 -0.1649 -1.3238
43 C -0.2557 4.5097 0.8528
44 C 2.4908 -3.7298 -2.1502
45 C -2.3053 -3.9768 -2.0878
46 C -5.0540 -1.7145 -3.2339
47 C 2.8335 -4.9177 -2.7975
48 C 1.9556 -0.2946 -3.3951
49 C -3.9621 -5.4577 -2.9929
50 C -2.1055 5.4853 -0.3501
51 C -1.5572 -0.8399 -2.1206
52 C -0.6266 5.2692 1.9748
53 C -4.8081 -5.1518 -1.9441
54 C 2.7049 1.0357 -1.0911
55 H -2.8154 -3.0239 -0.2519
56 H 6.1089 -5.0728 -2.0312
57 H 1.5356 -0.4246 -0.0556
58 H 3.0874 1.1771 -4.4377
59 H -3.2837 0.4302 -0.5830
60 H -2.4283 1.7248 -2.6355
61 H -4.2822 -6.1349 -3.7669
62 H -2.0445 -5.1025 -3.8740
63 H -0.0468 5.1738 2.8765
64 H 2.0698 -5.4563 -3.3306
65 H -5.7396 0.3085 -0.6205
66 H 3.7670 2.3591 -2.3898
67 H -2.6843 5.5874 -1.2531
68 H -0.7523 2.1980 -3.0014
69 H -5.5549 -2.3139 -3.9771
70 H -6.8739 -1.0777 -2.3088
71 H 4.3826 -6.2997 -3.2825
72 H -5.7976 -5.5783 -1.9108
73 H 3.9265 2.0070 7.9687
74 H 1.8962 4.7462 5.2658
75 H -3.3070 6.8757 0.7464
76 H 1.6458 -0.8166 -4.2834
77 H 3.5910 1.0362 3.7410
78 H -0.7605 4.0599 -1.1871
79 H 1.0584 3.0074 0.0571
80 H 3.2303 -2.1385 -0.9323
81 H 5.5290 -2.9937 -0.8510
82 H 2.7024 4.1690 7.5790
83 H -5.0536 -4.0509 -0.1305
84 H 4.4286 0.4855 6.0432
85 H -3.0994 -2.2153 -3.9211
86 H 3.0050 1.5509 -0.1934
87 H -1.5136 0.8698 -3.9044
88 H -1.9783 6.6789 2.8023